# 1
Computed, not measured: a structure of composition C5H4LaNO5, with ωB97M-V/def2-TZVPD.

## Properties
lowest unoccupied orbital energy (alpha / beta): -10.1318 / -10.1334 eV
net charge: +2
calculated total energy: -17816.3314 eV
relative energy (zero: lowest compared OMol25 entry of this formula, charge and spin): 0.0 kJ/mol
frontier orbital gap (alpha / beta): 6.08 / 6.09 eV

```
16
Properties=species:S:1:pos:R:3:forces:R:3:mulliken_charge:R:1
O -1.5873 -3.6374 -0.5433 0.9473 4.0253 0.9200 -0.068
C -1.3470 -2.5527 -0.2518 -0.9640 -4.3245 -0.6802 0.144
La -0.9881 0.1202 0.4849 -2.3115 0.6575 -0.5913 1.577
O 2.3772 -1.2566 0.8961 -4.5679 2.1595 0.5339 -0.047
C 1.3191 -0.7985 0.9914 6.1911 -3.4306 -0.0097 0.210
C 0.9158 1.6022 -0.0194 5.0448 3.4386 -2.4429 0.170
O 1.7859 2.1607 -0.5536 -3.5789 -2.1938 2.2825 -0.098
C -0.7472 1.1893 -1.9027 0.1751 2.3042 -0.0402 0.056
O -0.5058 1.8852 -2.8315 -0.7597 -1.5393 1.5627 -0.232
C 0.1721 -0.4465 -1.7001 3.5422 -1.9043 -2.1746 0.152
O 1.1648 -0.6713 -2.2816 -3.1806 0.9322 1.6782 -0.151
H -1.8391 0.9332 -1.4718 -0.4545 -0.1990 -1.3762 0.085
N -1.2774 1.2053 2.8903 0.0207 -0.1156 0.1996 -0.837
H -2.0445 1.8963 2.9068 0.3287 -0.4219 0.3610 0.348
H -0.4440 1.7079 3.2158 -0.2663 -0.0318 -0.0104 0.336
H -1.4543 0.4912 3.6163 -0.1666 0.6434 -0.2124 0.354
```
Forces are in eV/Å.

***

# 2
Computed, not measured: a cluster of 2 separate species, C5H8O2 in total, with ωB97M-V/def2-TZVPD.

## Properties
lowest unoccupied orbital energy (alpha / beta): -0.2753 / -0.9597 eV
calculated total energy: -9400.7445 eV
relative energy (zero: lowest compared OMol25 entry of this formula, charge and spin): 876.8 kJ/mol
frontier orbital gap (alpha / beta): 8.50 / 5.59 eV

```
15
Properties=species:S:1:pos:R:3:forces:R:3:mulliken_charge:R:1
C -0.0751 -0.1594 0.4310 0.5905 -0.2705 0.0672 0.349
C -0.4523 0.9616 -0.4089 -0.8444 -0.6154 0.6220 -0.515
C 0.2404 -1.5228 -0.1231 -0.0704 0.1018 0.0654 -1.215
O 1.7726 0.9998 0.0613 0.9533 0.4424 -0.0001 -0.413
O 3.1305 1.3463 0.2526 -0.5470 -0.3023 -0.0894 -0.413
C -1.7118 0.2387 0.2090 -0.2352 0.7225 -0.6977 -0.488
C -2.8987 0.0315 0.3945 0.3106 -0.0018 -0.0685 0.139
H 3.5710 0.9645 -0.5210 -0.0959 -0.0296 0.0915 0.305
H 0.1234 0.0351 1.4790 -0.0449 0.0550 -0.1683 0.319
H -0.4010 0.8325 -1.4829 0.0170 0.0069 0.0594 0.259
H -0.3394 1.9562 -0.0007 0.0071 -0.0366 -0.0479 0.270
H -0.0962 -1.6212 -1.1560 0.0036 0.0637 0.0263 0.288
H -0.2344 -2.3064 0.4676 0.0298 0.0101 0.0076 0.341
H 1.3200 -1.6616 -0.0940 -0.0215 -0.0260 -0.0127 0.336
H -3.9490 -0.0948 0.4916 -0.0528 -0.1203 0.1452 0.439
```
Forces are in eV/Å.

***

# 3
Computed, not measured: a structure of composition C24H49ClFGaNO5, with ωB97M-V/def2-TZVPD.

## Properties
lowest unoccupied orbital energy: 2.4339 eV
net charge: -1
calculated total energy: -105026.5221 eV
frontier orbital gap: 7.29 eV

```
82
Properties=species:S:1:pos:R:3:forces:R:3:mulliken_charge:R:1
C 4.3072 -2.4934 -1.0852 0.1501 -0.2592 0.2130 -0.385
O 3.5910 -1.6193 -0.2593 0.0349 -0.0280 -0.0456 -0.200
C 3.2431 -0.3622 -0.8176 -0.0094 0.3850 0.1666 -0.771
C 1.8486 0.0487 -0.3696 -0.1021 -0.5115 -0.2500 -0.871
C 0.7587 -0.9813 -0.7212 0.0342 0.3992 0.2935 -0.338
Ga -1.0636 -0.1237 -0.4519 0.4071 -0.3534 -0.0406 -0.426
Cl -0.9150 1.1368 1.4712 -0.1001 0.0049 -0.1154 -0.547
C -1.3879 1.2376 -1.9650 0.5295 -0.1539 -0.3143 -0.420
C -0.5329 0.9492 -3.1527 -0.5377 -0.2139 0.2198 -0.258
N -0.6565 -0.0157 -3.9849 0.1652 0.2441 -0.0196 -0.804
C -2.6058 -1.4467 -0.2223 0.1417 0.3330 -0.2487 0.357
C -2.3587 -2.8124 -0.8514 -0.5673 -0.0715 0.2253 -0.744
F -2.9107 -1.6483 1.1549 -0.1211 -0.1649 -0.0524 -0.399
H 5.2199 -2.8152 -0.5632 -0.0495 -0.0178 -0.0701 0.096
H 4.6184 -2.0408 -2.0325 -0.1337 0.0237 0.0228 0.408
H 3.6970 -3.3836 -1.2887 0.0692 0.0698 -0.1145 -0.003
H 3.2858 -0.3877 -1.9144 -0.0270 -0.1781 0.0493 0.457
H 3.9812 0.3796 -0.4697 -0.0175 -0.0029 -0.1351 0.229
H 1.6172 0.9897 -0.8843 0.1197 0.1375 0.2318 0.317
H 1.8593 0.2277 0.7090 -0.0749 0.1598 -0.0984 0.353
H 0.8818 -1.8786 -0.1075 0.0086 0.0143 -0.0976 0.342
H 0.8890 -1.2732 -1.7710 -0.1500 -0.0652 0.0389 0.419
H -1.1458 2.2203 -1.5598 -0.2632 0.0124 -0.0618 0.095
H -2.4430 1.1814 -2.2495 0.0208 0.1114 0.0811 0.462
H 0.3015 1.6322 -3.3470 0.0420 -0.0603 0.1030 0.405
H -1.4508 -0.5989 -3.7132 -0.0671 -0.0109 0.0358 0.318
H -3.5175 -1.0145 -0.6604 0.0360 -0.0440 0.1009 0.342
H -1.7591 -3.4294 -0.1790 0.2224 0.1488 -0.1957 -0.119
H -1.8573 -2.7302 -1.8194 0.0822 0.0050 0.1058 0.252
H -3.3082 -3.3494 -1.0073 0.1534 0.0135 -0.0050 0.417
C -5.1980 4.6043 -1.4608 -0.0461 -0.0659 0.0005 -0.614
C -4.5986 4.7247 -0.0632 0.0416 0.1193 0.0784 -0.055
C -3.2778 3.9820 -0.2256 -0.0774 -0.1093 -0.0407 -0.272
O -2.8777 4.1898 -1.5850 -0.0255 0.1688 0.0011 -0.401
C -3.9568 4.7365 -2.3337 0.0625 0.0113 0.0179 -0.428
H -5.9522 5.3589 -1.6842 0.0108 0.0166 0.0132 0.343
H -5.6494 3.6180 -1.5919 0.0144 0.0003 -0.0111 0.296
H -4.4152 5.7763 0.1753 -0.0225 0.0012 -0.0139 -0.162
H -5.2244 4.2992 0.7207 -0.0012 -0.0267 -0.0074 0.372
H -3.3926 2.9084 -0.0505 0.0397 0.0028 0.0403 0.102
H -2.4945 4.3497 0.4368 0.0484 -0.0324 -0.0281 0.293
H -3.7416 5.7900 -2.5544 -0.0453 0.0043 -0.0173 0.231
H -4.0402 4.1965 -3.2790 0.0299 -0.0055 -0.0047 0.280
C -2.1189 9.9409 1.2000 -0.0212 0.0555 0.0269 -0.533
C -2.2751 8.8953 2.3008 0.0491 -0.0466 -0.0223 -0.575
C -3.7298 8.4813 2.1271 -0.0438 0.0174 -0.0203 -0.323
O -4.0252 8.6252 0.7359 0.0151 0.0224 0.0228 -0.402
C -2.9732 9.3443 0.0897 0.0099 -0.0790 -0.0330 -0.386
H -1.0867 10.1040 0.8935 0.0070 -0.0176 -0.0008 0.333
H -2.5350 10.8974 1.5259 0.0004 -0.0043 -0.0061 0.249
H -1.6167 8.0459 2.1086 -0.0070 -0.0015 0.0038 0.268
H -2.0619 9.2728 3.2999 -0.0071 0.0146 -0.0001 0.344
H -4.4025 9.1336 2.6953 0.0280 -0.0144 0.0466 0.275
H -3.9127 7.4482 2.4244 -0.0394 -0.0091 -0.0312 0.257
H -2.3948 8.6472 -0.5257 0.0236 0.0225 -0.0018 0.239
H -3.4125 10.0998 -0.5633 -0.0284 -0.0174 -0.0060 0.269
C 0.3733 -6.8020 1.1755 -0.0263 -0.0215 0.0156 -0.758
C 1.5014 -7.1001 0.1915 0.0939 -0.0422 0.0218 0.329
C 1.2061 -6.1046 -0.9214 -0.0934 0.0459 -0.0317 -0.596
O 0.6052 -4.9743 -0.2985 0.0108 -0.0319 -0.0299 -0.261
C 0.2506 -5.2886 1.0483 0.0693 0.0253 0.0354 -0.303
H 0.5849 -7.1216 2.1954 0.0419 0.0125 -0.0082 0.346
H -0.5515 -7.2850 0.8494 0.0037 0.0103 -0.0089 0.312
H 2.4670 -6.8762 0.6501 -0.0652 0.0126 0.0578 -0.544
H 1.5171 -8.1324 -0.1599 -0.0217 -0.0012 -0.0054 0.456
H 0.5042 -6.5205 -1.6549 0.0357 -0.0224 -0.0044 0.260
H 2.1038 -5.7797 -1.4515 -0.0069 0.0267 -0.0187 0.242
H 0.9415 -4.7737 1.7246 -0.0131 -0.0285 0.0245 0.149
H -0.7573 -4.9226 1.2454 0.0049 0.0352 -0.0260 0.336
C 5.8967 -5.6436 1.0510 -0.0317 0.0151 -0.1060 -0.370
C 5.7883 -4.5917 2.1495 0.0707 0.0291 0.0579 -0.556
C 4.3770 -4.8307 2.6661 -0.0655 0.0262 -0.0781 -0.153
O 4.1270 -6.2331 2.4985 -0.0042 -0.0239 0.0016 -0.445
C 5.1302 -6.8082 1.6630 0.0380 0.0133 0.1001 -0.469
H 6.9220 -5.9060 0.7915 0.0051 0.0011 0.0158 0.408
H 5.3952 -5.2896 0.1475 -0.0156 -0.0153 0.0002 0.117
H 6.5204 -4.7924 2.9361 -0.0117 0.0045 -0.0007 0.276
H 5.9372 -3.5731 1.7944 -0.0356 0.0069 -0.0077 0.292
H 3.6400 -4.2651 2.0876 0.0276 0.0258 -0.0084 0.042
H 4.2594 -4.5766 3.7198 -0.0244 -0.0357 0.0052 0.298
H 5.7878 -7.4330 2.2794 0.0101 -0.0120 -0.0361 0.317
H 4.6496 -7.4449 0.9180 -0.0084 -0.0103 0.0049 0.292
```
Forces are in eV/Å.

***

# 4
Computed, not measured: a structure of composition C7H11I2N2O2, with ωB97M-V/def2-TZVPD.

## Properties
lowest unoccupied orbital energy (alpha / beta): -4.5766 / -4.4170 eV
net charge: +1
calculated total energy: -30702.1440 eV
relative energy (zero: lowest compared OMol25 entry of this formula, charge and spin): 110.8 kJ/mol
frontier orbital gap (alpha / beta): 7.22 / 7.08 eV

```
24
Properties=species:S:1:pos:R:3:forces:R:3:mulliken_charge:R:1
C -0.3485 -1.7510 0.0109 -0.0591 2.9868 -1.5902 -1.101
C 1.5469 -0.8110 1.5512 -2.0907 -0.2833 0.3962 0.260
C 0.0594 -0.7220 0.9661 3.4702 1.9896 -0.0513 0.356
C -0.3932 0.0865 -1.1925 -0.8612 1.0968 0.9103 -0.314
C -3.9659 -0.2401 -1.8840 0.7963 -0.3057 -2.1730 -0.937
C 3.4694 0.4387 1.9919 1.3923 -2.6532 -0.7595 -0.660
C -3.2097 -0.2050 -0.6709 1.5467 0.3135 3.1283 -0.148
N -0.3538 -1.1581 -1.1932 -0.5926 -2.9515 -1.4800 -0.273
N 0.0075 0.6157 0.1673 -0.6975 -0.8714 -0.9712 -0.018
O 1.9626 -1.8079 2.0427 0.3827 -0.2430 -0.2662 -0.502
O 2.0925 0.3981 1.5731 0.2361 -0.1062 0.1424 -0.367
I -3.2799 1.6057 0.6520 -0.0714 -1.2429 -0.9898 0.087
I -2.9354 -1.9680 0.3241 -0.4304 0.4649 0.1275 0.346
H -0.1625 -2.7411 0.0066 0.7988 -3.0547 0.6852 0.808
H -0.5504 -0.5125 1.7666 -1.4613 -0.0864 2.1561 0.611
H -0.4646 0.7001 -2.0577 0.1320 0.7121 -0.2548 0.437
H -5.0121 -0.0221 -1.7237 -0.2325 0.7546 -0.5253 0.359
H -3.9339 -1.2534 -2.3080 -0.0262 0.0857 0.2267 0.401
H -3.3210 0.3311 -2.6131 -1.6039 0.1762 0.2921 0.253
H 3.7529 1.4349 1.9153 0.4786 1.7297 -0.1651 0.287
H 4.0489 -0.1965 1.2306 -0.6288 0.9718 1.2534 0.324
H 3.7084 0.0609 3.0106 -0.8161 0.1008 -0.6907 0.285
H -0.7502 1.2510 0.6108 1.6046 -0.2845 -0.8560 0.080
H 0.9910 0.9169 -0.0636 -1.2665 0.7004 1.4549 0.424
```
Forces are in eV/Å.